Entry 1:
A 2-piece molecular cluster, C30H30Cl2N3S overall. Source: OMol25; level of theory: ωB97M-V/def2-TZVPD.

Atoms and positions in Å:
Cl (-5.02, 1.02, -4.75)
C (-3.46, 0.58, -4.17)
C (-3.18, -0.77, -3.88)
C (-1.93, -1.11, -3.37)
C (-0.90, -0.14, -3.20)
C (0.40, -0.63, -2.87)
C (1.65, -0.14, -3.37)
C (2.65, -1.11, -3.68)
C (3.89, -0.76, -4.18)
C (4.21, 0.60, -4.35)
Cl (5.80, 1.05, -4.83)
C (3.25, 1.58, -4.05)
C (2.00, 1.23, -3.57)
C (-1.24, 1.22, -3.43)
C (-2.49, 1.57, -3.95)
H (-3.94, -1.52, -4.05)
H (-1.69, -2.16, -3.17)
H (0.42, -1.64, -2.46)
H (2.39, -2.16, -3.55)
H (4.63, -1.52, -4.43)
H (3.51, 2.63, -4.21)
H (1.27, 2.00, -3.34)
H (-0.52, 2.00, -3.20)
H (-2.72, 2.60, -4.19)
C (-2.03, -1.60, 3.17)
C (-2.01, -0.33, 2.33)
C (-2.72, -0.56, 0.99)
N (-2.76, 0.74, 3.07)
C (-1.91, 1.50, 3.67)
S (-2.37, 2.92, 4.55)
C (-3.77, 3.28, 3.32)
C (-4.48, 4.52, 3.68)
N (-5.03, 5.51, 3.97)
C (-0.44, 1.16, 3.38)
C (0.31, 2.42, 2.95)
C (0.21, 0.47, 4.59)
N (-0.64, 0.23, 2.25)
C (0.39, -0.27, 1.49)
C (0.62, -1.59, 1.25)
C (1.88, -2.07, 0.72)
C (2.49, -3.24, 1.24)
C (3.75, -3.65, 0.79)
C (4.39, -2.93, -0.24)
C (3.78, -1.79, -0.78)
C (2.54, -1.36, -0.31)
H (-3.08, -1.90, 3.31)
H (-1.50, -2.40, 2.65)
H (-1.57, -1.42, 4.15)
H (-3.77, -0.80, 1.21)
H (-2.73, 0.35, 0.37)
H (-2.28, -1.38, 0.42)
H (-3.32, 3.39, 2.32)
H (-4.43, 2.41, 3.37)
H (0.25, 3.17, 3.76)
H (1.36, 2.19, 2.75)
H (-0.15, 2.86, 2.05)
H (0.28, 1.19, 5.42)
H (-0.37, -0.40, 4.93)
H (1.22, 0.14, 4.34)
H (1.12, 0.49, 1.18)
H (-0.07, -2.35, 1.63)
H (1.95, -3.81, 2.01)
H (4.23, -4.53, 1.23)
H (5.37, -3.25, -0.61)
H (4.28, -1.25, -1.59)
H (2.02, -0.49, -0.73)

Results
ΔE to the lowest compared entry with this formula, charge and spin = 11.8 kcal/mol
Highest occupied orbital energy = -0.36493 hartree
Net charge = +1
HOMO-LUMO gap = 3.81 eV
LUMO = -6.12 eV
Total energy = -2643.688760 hartree

Entry 2:
C30H30CsN3O3S as an isolated structure. Source: OMol25; level of theory: ωB97M-V/def2-TZVPD.

Atoms and positions in Å:
Cs (0.78, 0.47, 0.05)
O (-1.87, -1.63, 0.55)
C (-1.60, -3.00, 0.24)
C (-1.17, -3.85, 1.43)
C (0.17, -3.43, 2.04)
C (1.35, -3.66, 1.13)
C (2.10, -4.83, 1.15)
C (3.17, -4.96, 0.28)
C (3.46, -3.92, -0.59)
C (2.65, -2.80, -0.56)
N (1.62, -2.67, 0.27)
H (-2.60, -1.60, 1.17)
H (-0.81, -2.98, -0.52)
H (-2.49, -3.46, -0.22)
H (-1.11, -4.89, 1.10)
H (-1.95, -3.82, 2.19)
H (0.32, -3.98, 2.98)
H (0.14, -2.37, 2.29)
H (1.85, -5.61, 1.86)
H (3.77, -5.86, 0.29)
H (4.29, -3.96, -1.29)
H (2.84, -1.96, -1.23)
S (-0.65, -1.38, -5.24)
C (-0.63, -1.37, -3.52)
N (-0.16, -0.32, -2.94)
C (0.24, 0.61, -3.89)
C (0.80, 1.85, -3.61)
C (1.18, 2.67, -4.65)
C (1.00, 2.25, -5.98)
C (0.44, 1.03, -6.28)
C (0.06, 0.21, -5.22)
H (-1.01, -2.23, -2.96)
H (0.95, 2.18, -2.58)
H (1.63, 3.63, -4.45)
H (1.31, 2.91, -6.79)
H (0.30, 0.72, -7.31)
C (4.46, -2.24, -5.83)
C (5.15, -2.09, -4.50)
C (6.12, -3.01, -4.12)
C (6.77, -2.91, -2.90)
C (6.47, -1.85, -2.05)
C (5.51, -0.91, -2.42)
N (5.19, 0.14, -1.52)
C (5.22, 1.48, -1.87)
C (6.09, 1.98, -2.85)
C (6.13, 3.33, -3.14)
C (5.31, 4.23, -2.47)
C (4.44, 3.75, -1.52)
C (4.37, 2.39, -1.20)
C (3.30, 1.92, -0.24)
O (3.39, 0.74, 0.21)
O (2.31, 2.66, -0.05)
C (4.82, -1.04, -3.64)
C (3.70, -0.09, -3.97)
H (4.89, -3.06, -6.41)
H (4.54, -1.32, -6.42)
H (3.39, -2.45, -5.71)
H (6.37, -3.83, -4.79)
H (7.51, -3.64, -2.61)
H (6.97, -1.73, -1.10)
H (4.66, -0.02, -0.67)
H (6.74, 1.29, -3.37)
H (6.83, 3.68, -3.90)
H (5.35, 5.29, -2.70)
H (3.75, 4.41, -1.00)
H (4.05, 0.81, -4.48)
H (3.22, 0.24, -3.05)
H (2.95, -0.56, -4.60)

Results
ΔE to the lowest compared entry with this formula, charge and spin = 0.0 kcal/mol
Highest occupied orbital energy = -0.25746 hartree
HOMO-LUMO gap = 6.99 eV
LUMO = -0.02 eV
Total energy = -1969.600837 hartree